34
Properties=species:S:1:pos:R:3:forces:R:3:lowdin_charge:R:1 method="wB97M-V/def2-TZVPD" charge=-2 gap_ev="6.3 / 6.1" s2=3.7592 multiplicity=4
Co 0.7476 -1.1132 0.8662 2.602 -2.486 0.567 0.5659
O 1.1534 -2.2766 2.4384 -0.571 0.366 0.297 -0.4372
H 0.3917 -2.3429 3.0204 -0.077 -0.089 0.135 -0.1114
O 0.8022 -2.6225 -0.4276 -0.464 0.251 -1.140 -0.3877
H -0.0073 -2.9423 -0.8380 -0.307 -0.109 0.384 -0.0576
O 2.6443 -0.6382 0.5613 -0.088 1.037 0.293 -0.4152
H 2.7482 0.1475 0.0188 0.076 -0.044 -0.336 -0.0937
N -0.9888 -0.3087 0.3811 -1.806 3.938 -2.328 -0.3190
S -2.4727 -0.3318 0.8576 -2.862 -4.630 2.755 0.4792
O -3.4030 -0.6468 -0.2114 0.343 1.485 0.756 -0.2979
O -2.8620 0.4640 1.9979 0.209 0.237 -1.240 -0.2951
F -2.3975 -1.8016 1.5721 0.280 0.728 -0.257 -0.2187
S -1.1944 1.0562 -0.6709 3.751 1.020 -1.207 0.5820
O -1.6823 2.3035 -0.1188 0.085 -1.473 0.226 -0.2894
O -1.5348 0.7740 -2.0257 -0.735 -0.539 0.334 -0.2687
F 0.3906 1.2876 -0.8262 -0.772 0.083 0.506 -0.1924
C 0.4508 -0.0459 -4.5514 0.463 -1.375 0.157 -0.1021
C 0.3252 -1.3451 -3.7310 0.375 0.150 0.341 -0.3679
O 1.3764 -1.3630 -2.7866 -0.880 -0.388 0.004 -0.1248
H -0.4767 0.1732 -5.0774 0.082 0.248 -0.108 0.0578
H 1.2710 -0.2849 -5.2354 -0.134 0.494 -0.362 0.0555
H 0.7996 0.7536 -3.9048 -0.373 0.143 0.102 0.0614
H 0.4387 -2.2236 -4.3863 -0.152 0.079 -0.306 0.0896
H -0.6577 -1.4551 -3.2580 0.036 0.296 0.121 0.0948
H 1.0513 -1.9080 -1.9982 0.954 0.415 0.312 0.0311
C 0.0044 2.7207 3.1361 -1.166 -0.107 1.188 -0.0855
C 0.3282 1.2649 3.4464 0.739 -0.181 -0.431 -0.2884
O 0.8941 0.6561 2.2923 -0.438 0.558 0.368 -0.1532
H -0.3779 3.2068 4.0493 0.360 0.057 0.036 0.0621
H -0.8698 2.7590 2.4850 0.378 -0.022 -0.518 0.0576
H 0.8436 3.2956 2.7544 0.066 -0.102 -0.155 0.0682
H -0.5566 0.6958 3.7331 -0.158 0.094 -0.343 0.1088
H 1.0241 1.1204 4.2843 0.039 0.369 0.016 0.1070
H 1.7961 0.9714 2.1530 0.146 -0.507 -0.167 0.0849

59
Properties=species:S:1:pos:R:3:forces:R:3:lowdin_charge:R:1 method="wB97M-V/def2-TZVPD" gap_ev=8.3 multiplicity=1
C 0.2938 -0.0261 1.3742 -3.220 -3.332 -2.141 -0.0176
N -0.0966 -1.4320 1.1435 0.016 -1.051 0.630 -0.2604
O -1.0938 -1.6989 0.4136 7.368 8.191 3.437 -0.0843
O 0.5524 -2.3385 1.6171 -0.361 0.467 0.225 0.1426
H -0.3706 0.3676 0.6050 0.354 0.964 0.367 0.0939
H 1.2984 0.1094 0.9735 -1.649 -0.651 1.851 0.0398
H -0.0042 0.4607 2.3029 -1.063 -3.531 -0.424 0.0498
C 2.2802 1.8443 0.3573 0.448 0.789 -0.223 0.0195
N 3.3802 1.9460 1.3316 0.283 0.320 -1.988 -0.3654
O 4.0945 0.9687 1.4614 0.901 3.651 3.826 -0.0377
O 3.6149 3.0741 1.6602 0.755 0.778 1.564 0.1210
H 1.4125 1.4228 0.8648 1.080 1.245 -0.948 0.0397
H 2.5853 1.2348 -0.4934 0.162 0.801 0.923 0.0592
H 2.1414 2.8899 0.0826 -0.121 -0.695 -0.290 0.1203
C 4.2965 -0.6277 -0.0172 -1.928 -0.394 -0.258 -0.1700
C 3.0896 -1.0393 0.8908 1.164 -1.997 -0.816 -0.1385
O 1.9475 -1.0315 0.0620 0.764 0.132 -4.527 -0.3269
S 2.2534 -0.8310 -1.5578 1.066 -2.910 1.296 0.8902
O 1.9843 0.5443 -1.9339 0.912 -2.491 -0.428 -0.2285
O 1.5158 -1.9340 -2.2172 8.386 1.246 2.977 -0.2242
O 3.9238 -1.1321 -1.2716 -2.110 -0.704 -2.838 -0.1727
H 5.1830 -1.1458 0.3488 0.169 0.474 -0.346 0.1570
H 4.3034 0.4575 -0.1189 1.112 -1.097 -0.571 0.1050
H 2.9894 -0.3460 1.7258 -0.531 -1.421 -0.138 0.1266
H 3.1542 -2.1110 1.0791 0.484 0.144 0.954 0.1463
C -2.9753 -4.2793 -0.3784 -1.462 -0.045 -0.137 -0.1445
C -2.5426 -2.9050 0.0769 -5.631 -4.708 -1.022 -0.2524
O -3.1821 -2.7605 1.3679 -1.534 0.943 1.844 -0.2202
S -4.5866 -3.6712 1.4962 -0.789 0.017 -1.193 0.8305
O -5.6205 -3.1125 0.5425 3.108 -1.643 2.910 -0.2999
O -5.0544 -4.0718 2.8847 2.453 1.496 -4.814 -0.2774
O -3.7095 -4.8726 0.7562 -0.967 -0.408 0.094 -0.2318
H -2.0357 -4.7446 -0.6765 -0.573 -1.243 0.563 0.1287
H -3.6706 -4.2638 -1.2177 0.054 -0.112 -0.063 0.1173
H -2.9645 -2.1621 -0.6001 0.392 0.176 0.052 0.1333
H -1.4613 -2.8747 0.2103 -2.398 -3.179 -0.579 0.0242
C -1.7716 3.9689 1.1889 -1.011 1.494 -1.003 -0.1595
C -0.7705 3.7610 0.0634 0.391 0.087 0.860 -0.1277
O 0.3789 3.5476 0.8551 1.970 -0.181 3.037 -0.2573
S 0.1042 2.9642 2.4286 2.152 0.649 -0.636 0.8346
O 0.5972 3.8875 3.4238 -1.401 -0.827 -1.684 -0.1847
O 0.6525 1.5694 2.5808 -0.351 9.068 2.206 -0.2969
O -1.4589 2.9983 2.1389 0.272 -2.597 2.057 -0.1679
H -2.8236 3.9584 0.9039 0.075 -0.653 0.189 0.1490
H -1.6169 4.8906 1.7498 0.164 0.621 -0.786 0.1393
H -0.5822 4.6500 -0.5385 -0.195 0.014 0.095 0.1506
H -0.7723 2.8612 -0.5518 -1.121 0.487 0.177 0.0870
C -0.0597 0.8162 -3.6323 0.732 -2.877 -0.111 -0.2848
O 0.5319 0.1102 -4.4729 -1.129 1.857 1.228 -0.0053
N -0.6295 0.2141 -2.5165 -0.315 0.531 -0.992 -0.1756
C -1.5350 0.8528 -1.5939 0.527 0.613 -1.198 -0.0446
C -0.5126 -1.2108 -2.3467 -2.411 0.351 -1.733 -0.0942
H -0.0495 1.9165 -3.6708 -0.349 -0.090 0.105 0.1366
H -1.2894 1.9076 -1.7175 -0.708 -0.017 0.155 0.0611
H -2.5727 0.6554 -1.8628 -0.182 0.085 0.128 0.1070
H -1.3511 0.5089 -0.5760 -0.315 0.187 -0.408 0.0585
H 0.3901 -1.5415 -2.8602 -3.008 1.000 -0.766 -0.0011
H -0.5050 -1.4094 -1.2750 0.052 -0.187 -0.954 0.0684
H -1.2809 -1.7850 -2.8645 -0.935 0.163 0.264 0.1151

58
Properties=species:S:1:pos:R:3:forces:R:3:lowdin_charge:R:1 method="wB97M-V/def2-TZVPD" charge=+3 gap_ev="4.4 / 4.4" multiplicity=1
Ru 0.4921 0.3690 1.2002 0.325 0.969 0.046 0.7959
I -1.9150 -4.1328 1.0092 -0.075 -0.199 -0.317 1.3311
C -1.4282 -3.0808 2.6417 0.308 0.607 0.295 -0.6212
C -1.7102 -3.4938 3.9208 0.037 0.120 0.182 -0.1905
C -1.3659 -2.7314 5.0625 0.157 0.222 -0.584 -0.6118
I -1.8362 -3.4870 6.8487 -0.098 -0.152 0.404 1.3685
C -0.6831 -1.4371 4.9342 -0.131 -0.220 0.044 -0.1731
C -0.3011 -0.6147 5.9926 0.093 0.179 -0.042 0.0335
C 0.3423 0.5838 5.7053 -0.057 -0.109 0.108 0.0385
C 0.5988 0.9331 4.3897 0.006 -0.025 -0.170 -0.0358
N 0.2469 0.1474 3.3588 0.140 0.129 0.345 0.0059
C -0.3831 -0.9935 3.6480 -0.070 -0.201 -0.308 -0.1508
C -0.7330 -1.7791 2.4702 -0.262 -0.505 0.414 -0.3057
O -0.4339 -1.3414 1.3511 -0.126 -0.060 -0.242 -0.1183
H -2.2170 -4.4378 4.0722 0.002 -0.009 -0.017 0.1021
H -0.4950 -0.8919 7.0203 -0.007 -0.009 0.004 0.1010
H 0.6529 1.2462 6.5012 -0.004 0.006 0.008 0.1418
H 1.1020 1.8589 4.1420 0.005 0.000 0.024 0.1372
F 6.2184 -0.3749 -2.7747 -0.026 0.002 0.007 0.2041
C 4.9671 -0.2517 -2.4125 -0.051 0.014 0.058 -0.1078
C 3.9562 -0.2371 -3.3631 -0.048 0.003 0.049 -0.1101
F 4.2480 -0.3471 -4.6370 -0.005 0.001 0.007 0.1947
C 2.6301 -0.1055 -2.9578 0.146 0.021 -0.083 -0.1973
F 1.6921 -0.0971 -3.8945 -0.035 -0.014 -0.008 0.1436
C 2.2741 0.0131 -1.6232 0.108 0.050 0.100 -0.2989
P 0.5444 0.2665 -1.1225 0.061 -0.290 0.074 0.9942
C -0.0105 1.7306 -1.9939 0.048 0.214 0.070 -0.3672
C -0.6525 1.6845 -3.2295 -0.033 -0.023 -0.022 -0.0711
C -0.9781 2.8660 -3.8795 0.016 0.055 0.041 -0.0316
C -0.6480 4.0901 -3.3128 -0.016 -0.014 -0.023 -0.0326
C 0.0101 4.1439 -2.0884 -0.008 -0.026 -0.031 -0.0572
C 0.3235 2.9677 -1.4301 0.012 -0.010 0.039 -0.1224
C -0.3518 -1.1762 -1.7250 0.122 -0.006 0.024 -0.3583
C -1.7377 -1.1146 -1.8830 0.258 0.317 0.209 -0.1047
C -2.4234 -2.2133 -2.3464 -0.146 -0.432 -0.215 -0.0736
C -1.7357 -3.3846 -2.6541 -0.059 -0.026 -0.012 -0.0749
C -0.3613 -3.4605 -2.4610 -0.338 -0.351 -0.189 -0.0729
C 0.3286 -2.3657 -1.9935 0.182 0.463 0.108 -0.0827
C 3.3158 -0.0094 -0.7036 0.083 -0.035 0.059 -0.5073
Br 2.9842 0.1272 1.1818 -0.218 -0.230 -0.138 0.9632
C 4.6400 -0.1371 -1.0606 -0.014 -0.018 -0.178 -0.2461
F 5.5970 -0.1560 -0.1502 -0.007 0.002 0.027 0.1254
H -0.8835 0.7387 -3.6994 -0.014 -0.034 0.017 0.1124
H -1.4768 2.8298 -4.8381 0.002 -0.003 -0.015 0.1251
H -0.8911 5.0069 -3.8330 -0.003 0.003 -0.003 0.1250
H 0.2903 5.0971 -1.6617 -0.004 0.017 0.007 0.1198
H 0.8557 3.0231 -0.4821 -0.019 -0.035 -0.033 0.0964
H -2.2860 -0.2034 -1.6756 0.067 0.071 0.007 0.1116
H -3.4913 -2.1436 -2.5016 -0.029 -0.079 -0.024 0.1224
H -2.2709 -4.2332 -3.0612 -0.003 0.005 0.006 0.1233
H 0.1817 -4.3635 -2.7053 -0.054 -0.049 -0.022 0.1245
H 1.4042 -2.4363 -1.8826 -0.014 0.070 0.042 0.1158
C -3.0645 3.2471 0.6750 0.139 -0.210 0.066 0.0136
C -2.0122 2.2798 0.9524 0.058 0.120 0.019 -0.1283
N -1.1588 1.5401 1.1501 -0.333 -0.382 -0.221 0.0555
H -4.0095 2.7162 0.5601 -0.030 0.060 0.002 0.1109
H -2.8184 3.7694 -0.2500 -0.004 0.016 -0.005 0.1035
H -3.1329 3.9557 1.4995 -0.032 0.020 -0.016 0.1118

9
Properties=species:S:1:pos:R:3:forces:R:3:lowdin_charge:R:1 method="wB97M-V/def2-TZVPD" charge=-1 gap_ev="6.8 / 6.8" multiplicity=1
C -1.0865 -0.3806 0.1935 0.550 -0.786 0.182 -0.2315
C -1.1349 0.9352 0.2173 0.659 0.944 0.044 -0.2359
C 0.3778 -1.0079 -0.1050 -0.044 -0.262 -0.321 -0.3594
N 1.5703 -0.3218 0.3482 -0.560 2.629 -1.086 -0.1123
O 1.7817 0.7993 -0.2282 -0.458 -2.735 1.053 -0.1846
H -0.2251 1.5515 0.0802 -0.211 0.072 0.091 0.0037
H -2.0457 1.5049 0.3744 -0.211 -0.117 -0.020 -0.0119
H 0.4137 -2.0174 0.3225 0.066 0.233 -0.098 0.0527
H 0.3487 -1.0632 -1.2030 0.210 0.023 0.155 0.0791

47
Properties=species:S:1:pos:R:3:forces:R:3:lowdin_charge:R:1 method="wB97M-V/def2-TZVPD" charge=+1 gap_ev=4.0 multiplicity=1
C 4.0489 1.1500 1.7926 -0.048 -1.094 -0.497 -0.1360
Si 3.9693 0.0886 0.2169 0.719 2.091 -0.444 0.3852
C 4.9752 0.9827 -1.0719 0.046 -0.411 0.519 -0.1250
C 4.8865 -1.5857 0.6097 -0.209 0.331 0.314 -0.2039
O 2.3474 -0.1232 -0.0753 1.809 -0.771 1.019 -0.2929
C 2.1003 -1.0176 -1.1858 -0.593 -0.344 -0.829 -0.3891
C 0.6425 -0.8397 -1.4411 -0.637 -0.699 -0.228 -0.1756
Ga -0.1111 -1.7044 0.2299 -1.747 1.782 -0.345 0.4973
C -1.0250 -0.4538 1.5195 -0.396 -0.552 0.217 -0.2380
C -2.4229 0.0364 0.9845 1.198 -0.135 0.291 -0.2361
C -2.6324 1.5541 1.2123 -0.707 -0.250 -0.349 -0.1794
C -2.8642 2.2868 -0.1284 0.119 -0.533 0.520 -0.1356
N -4.0182 1.7029 -0.8089 1.830 1.111 0.397 -0.1601
C -3.9340 1.0819 -2.0217 -1.919 -0.412 0.341 -0.0980
C -5.2263 0.6434 -2.2832 0.098 -0.239 -0.536 -0.1021
C -6.0763 1.0376 -1.2232 0.590 0.475 0.777 -0.0840
C -5.2748 1.7143 -0.3048 -0.634 -0.748 -1.010 -0.0958
O -1.4432 -2.9728 -0.3251 1.271 -0.572 0.369 -0.0769
C -1.2151 -4.0787 0.2841 -1.484 0.261 0.075 -0.5385
N -1.2076 -5.0551 0.9116 0.701 -0.066 -0.115 0.1082
H 5.0245 1.6441 1.7674 -0.076 -0.057 0.223 0.0573
H 3.2573 1.9005 1.7845 0.020 -0.118 0.204 0.0601
H 4.0194 0.5284 2.7072 -0.066 0.524 0.169 0.0186
H 6.0328 0.8432 -0.8057 -0.121 -0.016 -0.149 0.0561
H 4.7778 2.0518 -0.9466 -0.122 -0.107 -0.314 0.0571
H 4.8241 0.6430 -2.0962 -0.005 0.193 0.026 0.0486
H 5.5719 -1.3948 1.4534 -0.030 -0.102 -0.166 0.0729
H 5.4993 -1.8408 -0.2547 -0.229 -0.346 0.091 0.0779
H 4.2454 -2.4351 0.9079 2.253 -0.749 -2.029 -0.0592
H 2.7689 -0.8274 -2.0396 0.083 0.301 0.277 0.1224
H 2.2461 -2.0656 -0.8634 0.500 0.208 -0.167 0.0765
H 0.3105 -1.3285 -2.3635 0.113 -0.143 0.214 0.0829
H 0.3816 0.2197 -1.5408 0.139 -0.133 0.177 0.0768
H 1.1445 -2.4937 1.0391 0.578 -0.311 0.211 -0.0668
H -1.2189 -1.0233 2.4376 0.232 0.260 0.121 0.0442
H -0.4185 0.4250 1.7743 0.122 -0.226 -0.002 0.0337
H -2.4801 -0.2435 -0.0718 -0.370 0.353 -0.004 0.0827
H -3.2036 -0.5269 1.4980 0.054 0.003 -0.180 0.1126
H -3.5260 1.6542 1.8388 0.101 0.268 -0.117 0.1003
H -1.8197 2.0137 1.7832 0.055 -0.078 -0.223 0.0994
H -1.9891 2.1052 -0.7594 -0.119 0.146 -0.065 0.1151
H -2.9775 3.3667 0.0043 -0.092 -0.115 -0.017 0.1224
H -3.0267 0.9597 -2.5877 0.072 0.143 0.177 0.1096
H -5.5322 0.0802 -3.1542 0.059 0.086 0.059 0.0899
H -7.1308 0.8621 -1.0766 0.059 -0.067 -0.265 0.0906
H -5.5042 2.1859 0.6368 0.020 -0.024 -0.054 0.1166
Ca 2.9400 -1.9042 2.0219 -3.237 0.883 1.320 1.4777